Entry from the OMol25 dataset: a 2-piece molecular cluster, C2H7ClN3 overall (wB97M-V/def2-TZVPD).

LUMO level (spin up / spin down): -3.65 / -5.25 eV
ΔE to the lowest compared entry with this formula, charge and spin: 0.0 kJ/mol
HOMO-LUMO gap (spin up / spin down): 8.53 / 9.75 eV

The geometry in ORCA input format:
```
! RIJCOSX wB97M-V def2-TZVPD def2/J DEFGRID3
* xyz 1 3
C -0.82 0.25 -1.19
C 0.43 -1.30 0.18
N -1.18 1.41 -1.68
N 1.12 0.20 2.43
N 0.27 -0.03 -0.51
Cl -0.69 -2.55 0.15
H -1.72 -0.42 -1.21
H 1.41 -1.49 0.60
H -2.21 1.65 -1.89
H -0.48 2.12 -1.88
H 0.98 -0.32 3.27
H 1.94 -0.23 2.06
H 0.94 0.72 -0.32
*
```



Entry from the OMol25 dataset: C39H39OP2Pr as an isolated structure (wB97M-V/def2-TZVPD).

LUMO level (spin up / spin down): -6.42 / -6.33 eV
HOMO-LUMO gap (spin up / spin down): 7.49 / 7.58 eV

The geometry in ORCA input format:
```
! RIJCOSX wB97M-V def2-TZVPD def2/J DEFGRID3
* xyz 2 3
C 0.64 -1.67 -2.79
C -0.41 -2.08 -1.93
C -1.73 -2.09 -2.43
C -1.94 -1.88 -3.79
C -0.88 -1.62 -4.66
C 0.42 -1.48 -4.15
P -0.13 -2.18 -0.10
C -1.35 -3.37 0.56
C -2.61 -2.90 1.04
C -3.56 -3.82 1.50
C -3.29 -5.19 1.49
C -2.06 -5.66 1.01
C -1.08 -4.75 0.57
Pr -1.30 0.30 0.87
P 0.33 2.15 -0.32
C -1.33 2.34 -1.17
C -1.32 2.71 -2.52
C -2.28 2.12 -3.36
C -3.40 1.49 -2.81
C -3.60 1.47 -1.43
C -2.61 1.99 -0.57
C 0.10 3.49 0.87
C 0.95 3.49 2.00
C 0.62 4.24 3.13
C -0.58 4.97 3.16
C -1.41 5.01 2.03
C -1.04 4.32 0.88
C 1.87 2.33 -1.26
C 2.87 1.33 -1.13
C 4.12 1.51 -1.73
C 4.39 2.69 -2.45
C 3.40 3.68 -2.58
C 2.16 3.52 -1.96
C 1.48 -2.98 0.05
C 1.96 -3.80 -0.99
C 3.23 -4.36 -0.89
C 4.00 -4.15 0.26
C 3.52 -3.36 1.31
C 2.26 -2.76 1.21
H 1.85 2.86 1.98
H 1.31 4.25 3.99
H -0.88 5.48 4.08
H -2.37 5.55 2.06
H -1.69 4.36 0.00
H -0.47 3.32 -2.87
H -2.10 2.10 -4.44
H -4.12 0.99 -3.47
H -4.51 1.04 -1.01
H -2.85 2.29 0.47
H 2.69 0.47 -0.47
H 4.91 0.76 -1.60
H 5.37 2.83 -2.92
H 3.62 4.60 -3.14
H 1.44 4.35 -1.96
H 1.36 -3.96 -1.89
H 3.60 -4.95 -1.73
H 4.97 -4.63 0.34
H 4.13 -3.19 2.21
H 1.89 -2.10 2.00
H -2.91 -1.83 1.01
H -4.52 -3.44 1.87
H -4.04 -5.89 1.87
H -1.87 -6.74 0.95
H -0.12 -5.12 0.21
H -2.59 -2.15 -1.75
H -2.97 -1.85 -4.14
H -1.08 -1.50 -5.73
H 1.25 -1.09 -4.76
H 1.62 -1.40 -2.37
H 0.15 1.20 -3.07
H 0.85 1.45 -3.10
C -1.26 0.21 5.28
C -0.46 0.94 4.22
C 1.06 0.76 4.27
O -0.95 0.67 2.92
H -1.09 -0.87 5.19
H -2.33 0.36 5.11
H -1.05 0.56 6.31
H -0.59 2.00 4.42
H 1.36 -0.30 4.14
H 1.47 1.36 3.44
H 1.49 1.17 5.20
*
```



Entry from the OMol25 dataset: C6H18BaN3O12 as an isolated structure (wB97M-V/def2-TZVPD).

LUMO level: 1.00 eV
ΔE to the lowest compared entry with this formula, charge and spin: 0.0 kJ/mol
HOMO-LUMO gap: 6.03 eV

The geometry in ORCA input format:
```
! RIJCOSX wB97M-V def2-TZVPD def2/J DEFGRID3
* xyz -1 1
Ba -0.04 0.68 1.15
N -2.60 2.66 -1.32
O -3.58 3.17 -0.76
O -2.40 2.78 -2.55
O -1.80 1.94 -0.62
N -0.79 4.21 2.80
O -0.13 4.92 3.59
O -1.94 4.50 2.47
O -0.26 3.13 2.35
N -3.77 0.64 2.33
O -2.53 0.38 2.14
O -4.17 1.80 2.47
O -4.57 -0.33 2.42
C 2.01 -0.91 -3.14
C 0.73 -0.86 -2.31
O 0.61 0.36 -1.57
H 2.13 -1.90 -3.58
H 2.91 -0.64 -2.58
H 1.87 -0.23 -3.98
H 0.70 -1.69 -1.60
H -0.13 -0.87 -2.98
H 0.40 1.02 -2.25
C 4.42 0.03 0.26
C 3.45 -0.48 1.30
O 2.27 -1.03 0.68
H 5.22 0.64 0.69
H 3.97 0.59 -0.56
H 4.87 -0.83 -0.23
H 3.19 0.25 2.07
H 3.95 -1.30 1.82
H 2.56 -1.79 0.17
C -2.43 -2.00 -0.62
C -1.83 -2.63 0.62
O -0.57 -1.98 0.91
H -1.79 -2.12 -1.50
H -2.44 -0.92 -0.43
H -3.44 -2.32 -0.85
H -1.57 -3.69 0.48
H -2.52 -2.57 1.46
H 0.04 -2.63 1.25
*
```



Entry from the OMol25 dataset: a 6-piece molecular cluster, C33H44IN6O2 overall (wB97M-V/def2-TZVPD).

LUMO level: -4.36 eV
HOMO-LUMO gap: 5.10 eV

The geometry in ORCA input format:
```
! RIJCOSX wB97M-V def2-TZVPD def2/J DEFGRID3
* xyz 1 1
C 7.31 4.13 0.22
C 5.96 3.30 0.66
O 4.80 3.53 -0.21
C 3.98 2.29 -0.35
N 2.71 2.48 -1.14
C 2.04 3.83 -0.81
C 0.60 4.01 -1.60
C -0.72 3.67 -0.66
C -1.19 4.58 0.63
C -2.57 4.08 1.40
C -3.44 2.76 0.93
C -2.93 1.82 -0.35
C -1.57 2.30 -1.12
C 1.72 1.34 -1.05
C 2.38 -0.15 -0.87
O 3.41 -0.66 -1.56
I 1.39 -1.45 0.65
H 7.30 5.15 0.80
H 7.40 4.27 -0.96
H 8.24 3.52 0.60
H 5.61 3.52 1.77
H 6.21 2.14 0.58
H 4.67 1.55 -0.98
H 3.81 1.77 0.70
H 2.98 2.56 -2.17
H 1.79 3.89 0.35
H 2.71 4.75 -1.17
H 0.60 3.37 -2.61
H 0.49 5.14 -1.94
H -0.56 5.51 0.95
H -2.99 4.70 2.33
H -4.44 2.44 1.47
H -3.49 0.87 -0.73
H -1.20 1.65 -2.04
H 1.04 1.55 -0.10
H 0.99 1.28 -1.99
N -0.64 -4.40 -0.51
C -1.77 -4.05 -1.19
C -2.34 -5.20 -1.68
C -1.52 -6.28 -1.28
C -0.48 -5.76 -0.55
H -0.01 -3.75 -0.04
H -2.08 -3.02 -1.27
H -3.25 -5.26 -2.27
H -1.68 -7.33 -1.50
H 0.36 -6.23 -0.07
N 2.96 -3.01 3.31
C 3.21 -2.64 4.61
C 4.24 -3.43 5.08
C 4.62 -4.30 4.02
C 3.81 -4.01 2.94
H 2.25 -2.60 2.72
H 2.64 -1.86 5.09
H 4.67 -3.39 6.07
H 5.40 -5.05 4.05
H 3.78 -4.43 1.95
N -6.21 1.75 -1.72
C -6.53 0.42 -1.78
C -7.16 0.19 -2.99
C -7.22 1.43 -3.67
C -6.62 2.38 -2.87
H -5.75 2.21 -0.94
H -6.29 -0.25 -0.97
H -7.54 -0.76 -3.33
H -7.64 1.61 -4.65
H -6.45 3.43 -3.01
N 2.46 2.32 5.45
C 2.71 2.68 6.75
C 3.74 1.89 7.22
C 4.12 1.03 6.16
C 3.31 1.31 5.08
H 1.75 2.73 4.86
H 2.14 3.46 7.23
H 4.17 1.93 8.21
H 4.90 0.27 6.18
H 3.27 0.89 4.09
N -5.15 -5.52 -4.76
C -5.30 -5.59 -6.12
C -5.65 -4.34 -6.58
C -5.72 -3.48 -5.45
C -5.40 -4.24 -4.34
H -4.90 -6.29 -4.16
H -5.14 -6.52 -6.65
H -5.85 -4.07 -7.61
H -5.97 -2.43 -5.45
H -5.33 -3.98 -3.30
*
```



Entry from the OMol25 dataset: C22H10Cl2CoN6O2S2 as an isolated structure (wB97M-V/def2-TZVPD).

LUMO level: 1.97 eV
HOMO-LUMO gap: 7.09 eV

The geometry in ORCA input format:
```
! RIJCOSX wB97M-V def2-TZVPD def2/J DEFGRID3
* xyz -1 1
Co -0.14 0.25 0.51
Cl -3.36 6.19 0.49
C -2.13 4.97 0.66
C -2.40 3.70 0.15
C -1.44 2.71 0.28
N -1.54 1.37 -0.15
C -2.59 0.84 -0.76
O -3.59 1.38 -1.22
C -2.45 -0.66 -0.82
C -3.50 -1.46 -1.25
C -3.33 -2.83 -1.23
C -2.12 -3.36 -0.81
C -1.13 -2.50 -0.39
N -1.29 -1.18 -0.39
C -0.21 2.99 0.92
C 0.05 4.26 1.40
C -0.93 5.24 1.27
Cl -0.58 6.83 1.90
N 0.68 1.91 0.86
C 2.01 2.04 0.74
O 2.74 2.98 1.04
C 2.56 0.88 -0.07
C 3.92 0.68 -0.23
C 4.35 -0.38 -1.01
C 3.41 -1.19 -1.62
C 2.07 -0.92 -1.42
N 1.65 0.10 -0.67
H -3.34 3.49 -0.34
H -4.41 -0.97 -1.56
H -4.14 -3.48 -1.54
H -1.95 -4.43 -0.79
H -0.18 -2.87 -0.02
H 1.00 4.48 1.87
H 4.59 1.35 0.28
H 5.41 -0.58 -1.13
H 3.70 -2.03 -2.25
H 1.29 -1.53 -1.88
S -1.30 0.12 2.39
C -0.25 -1.12 2.95
S 1.01 -1.29 1.78
C -0.40 -1.86 4.10
C -1.51 -1.64 4.96
N -2.41 -1.45 5.66
C 0.53 -2.89 4.43
N 1.28 -3.72 4.70
*
```



Entry from the OMol25 dataset: C2H3BiLiO2 as an isolated structure (wB97M-V/def2-TZVPD).

LUMO level (spin up / spin down): -11.04 / -10.97 eV
ΔE to the lowest compared entry with this formula, charge and spin: 151.8 kJ/mol
HOMO-LUMO gap (spin up / spin down): 5.28 / 5.12 eV

The geometry in ORCA input format:
```
! RIJCOSX wB97M-V def2-TZVPD def2/J DEFGRID3
* xyz 2 2
H 1.27 3.78 -0.17
O 0.50 3.74 1.29
C -0.66 4.22 1.48
C -1.45 3.92 2.59
O -2.61 4.52 2.81
Li -2.73 6.10 1.82
Bi -3.90 4.06 4.30
H -1.11 4.85 0.69
H -1.09 3.19 3.34
*
```



Entry from the OMol25 dataset: C3H11N2O6S2 as an isolated structure (wB97M-V/def2-TZVPD).

LUMO level: 2.86 eV
HOMO-LUMO gap: 8.89 eV

The geometry in ORCA input format:
```
! RIJCOSX wB97M-V def2-TZVPD def2/J DEFGRID3
* xyz -1 1
N -1.94 1.18 2.00
C -1.34 0.76 0.70
C -0.07 -0.02 1.06
O 0.92 0.92 1.48
C 0.57 -0.82 -0.10
S -0.64 -1.60 -1.23
O 0.08 -2.69 -1.93
O -1.75 -2.16 -0.40
N -1.35 -0.45 -2.24
S -0.19 0.42 -3.08
O -0.85 1.03 -4.27
O 1.02 -0.34 -3.47
H -2.57 1.95 1.86
H -2.43 0.40 2.40
H -1.16 1.68 0.13
H -2.10 0.17 0.17
H -0.33 -0.74 1.85
H 0.63 1.23 2.34
H 1.14 -1.65 0.34
H 1.31 -0.24 -0.68
H 0.23 1.51 -2.33
O 3.71 -0.55 1.88
H 2.84 -0.19 1.67
H 4.29 0.21 1.83
*
```



Entry from the OMol25 dataset: a 2-piece molecular cluster, C12H17N overall (wB97M-V/def2-TZVPD).

LUMO level: 0.91 eV
ΔE to the lowest compared entry with this formula, charge and spin: 68.4 kJ/mol
structure (SMILES): Cc1c[nH]c2ccccc12.CCC
HOMO-LUMO gap: 8.88 eV

The geometry in ORCA input format:
```
! RIJCOSX wB97M-V def2-TZVPD def2/J DEFGRID3
* xyz 0 1
C 1.53 -0.10 -2.61
C 1.31 0.06 -1.14
C 1.99 0.88 -0.31
N 1.56 0.72 1.00
C 0.79 -0.40 1.06
C 0.30 -1.18 2.10
C -0.16 -2.47 1.86
C -0.34 -2.88 0.54
C -0.01 -2.06 -0.54
C 0.58 -0.84 -0.27
H 2.40 0.44 -2.97
H 0.72 0.33 -3.20
H 1.66 -1.15 -2.88
H 2.70 1.66 -0.52
H 2.10 1.04 1.79
H 0.46 -0.84 3.12
H -0.46 -3.11 2.68
H -0.69 -3.88 0.32
H -0.43 -2.38 -1.48
C -1.28 3.13 0.07
C -1.75 1.86 -0.74
C -3.13 1.38 -0.32
H -0.42 2.94 0.72
H -1.07 3.93 -0.63
H -2.04 3.44 0.79
H -1.71 2.20 -1.78
H -0.97 1.13 -0.61
H -3.57 0.72 -1.07
H -3.06 0.92 0.65
H -3.82 2.23 -0.30
*
```



Entry from the OMol25 dataset: C4H7BrO as an isolated structure (wB97M-V/def2-TZVPD).

LUMO level: 0.72 eV
ΔE to the lowest compared entry with this formula, charge and spin: 243.5 kJ/mol
HOMO-LUMO gap: 9.58 eV

The geometry in ORCA input format:
```
! RIJCOSX wB97M-V def2-TZVPD def2/J DEFGRID3
* xyz 0 1
C 1.51 -1.73 -0.11
C 0.65 -0.06 -0.58
C -1.26 1.32 0.15
C -0.57 0.01 0.35
O 2.41 -2.53 -0.25
Br 2.00 1.17 -0.09
H 0.43 -0.17 -1.55
H 0.60 -2.05 0.55
H -2.25 1.17 0.42
H -1.32 1.67 -0.94
H -0.72 2.08 0.65
H -1.19 -0.78 0.06
H -0.30 -0.08 1.35
*
```



Entry from the OMol25 dataset: C5H8O in the gas phase (wB97M-V/def2-TZVPD).

LUMO level: 1.20 eV
ΔE to the lowest compared entry with this formula, charge and spin: 316.0 kJ/mol
structure (SMILES): C=COC1CC1
HOMO-LUMO gap: 9.88 eV

The geometry in ORCA input format:
```
! RIJCOSX wB97M-V def2-TZVPD def2/J DEFGRID3
* xyz 0 1
C 1.95 -1.99 0.36
C 1.33 -0.69 0.44
O 0.74 -0.05 -0.64
C -0.17 0.99 -0.29
C -1.44 0.59 0.42
C -1.44 1.08 -1.00
H 2.44 -2.31 1.31
H 1.81 -2.70 -0.65
H 1.23 -0.06 1.44
H 0.39 1.89 -0.19
H -1.90 1.22 1.18
H -1.40 -0.49 0.65
H -1.73 0.42 -1.79
H -1.83 2.10 -1.23
*
```



Entry from the OMol25 dataset: a 5-piece molecular cluster, C13H25BBr8FNS overall (wB97M-V/def2-TZVPD).

LUMO level: 0.43 eV
structure (SMILES): CCB(N=C=S)[C@H](C)F.BrCCBr.BrCCBr.BrCCBr.BrCCBr
HOMO-LUMO gap: 9.42 eV

The geometry in ORCA input format:
```
! RIJCOSX wB97M-V def2-TZVPD def2/J DEFGRID3
* xyz 0 1
C 3.08 2.40 -2.10
C 1.98 2.37 -3.22
B 0.64 1.70 -2.76
N 0.37 0.29 -3.19
C 0.73 -0.52 -2.43
S 1.13 -1.46 -1.21
C -0.50 2.37 -1.89
C -1.91 2.00 -2.48
F -0.45 3.78 -1.85
H 3.02 1.57 -1.38
H 3.10 3.39 -1.62
H 4.06 2.30 -2.59
H 2.38 1.75 -4.04
H 1.80 3.39 -3.57
H -0.51 1.99 -0.86
H -2.60 2.85 -2.41
H -2.32 1.16 -1.91
H -1.86 1.69 -3.53
Br -2.33 -2.05 0.66
C -1.53 -1.34 2.29
C -1.94 0.09 2.52
Br -0.95 1.28 1.34
H -0.46 -1.46 2.19
H -1.89 -1.98 3.09
H -1.67 0.41 3.53
H -2.99 0.28 2.36
Br -0.14 -4.71 3.20
C -1.11 -5.78 1.90
C -0.19 -6.74 1.19
Br 0.89 -5.84 -0.15
H -1.60 -5.08 1.22
H -1.86 -6.31 2.47
H -0.77 -7.48 0.64
H 0.49 -7.25 1.86
Br 3.04 -2.79 0.97
C 4.79 -2.00 0.67
C 5.27 -1.24 1.88
Br 4.36 0.48 2.05
H 4.71 -1.37 -0.21
H 5.45 -2.83 0.46
H 6.33 -1.00 1.79
H 5.10 -1.78 2.81
Br -6.09 4.03 -0.76
C -4.39 4.74 -0.13
C -3.59 3.69 0.59
Br -4.28 3.38 2.39
H -4.62 5.60 0.49
H -3.87 5.06 -1.03
H -2.57 4.02 0.74
H -3.59 2.73 0.09
*
```



Entry from the OMol25 dataset: a 2-piece molecular cluster, C4H12 overall (wB97M-V/def2-TZVPD).

LUMO level: 1.13 eV
ΔE to the lowest compared entry with this formula, charge and spin: 34.0 kJ/mol
structure (SMILES): CC.CC
HOMO-LUMO gap: 12.44 eV

The geometry in ORCA input format:
```
! RIJCOSX wB97M-V def2-TZVPD def2/J DEFGRID3
* xyz 0 1
C 0.33 1.40 -1.11
C 1.12 2.45 -0.31
H 0.59 0.41 -0.74
H -0.74 1.57 -1.12
H 0.67 1.47 -2.14
H 0.84 3.40 -0.76
H 2.20 2.31 -0.40
H 0.79 2.54 0.72
C -1.06 -2.19 1.39
C -0.38 -1.67 0.14
H -1.32 -1.43 2.13
H -1.95 -2.76 1.11
H -0.41 -2.93 1.87
H -0.83 -0.80 -0.34
H 0.67 -1.42 0.25
H -0.53 -2.37 -0.69
*
```



Entry from the OMol25 dataset: a 2-piece molecular cluster, C3H11NOS2 overall (wB97M-V/def2-TZVPD).

LUMO level: 0.57 eV
ΔE to the lowest compared entry with this formula, charge and spin: 57.9 kJ/mol
structure (SMILES): CSSC.NCO
HOMO-LUMO gap: 8.54 eV

The geometry in ORCA input format:
```
! RIJCOSX wB97M-V def2-TZVPD def2/J DEFGRID3
* xyz 0 1
C 0.45 -1.02 -0.92
S -1.37 -1.08 -0.75
S -1.43 -2.11 1.06
C -3.18 -2.58 0.88
H 0.91 -0.63 -0.02
H 0.78 -2.05 -1.06
H 0.69 -0.45 -1.80
H -3.31 -3.14 -0.04
H -3.45 -3.28 1.68
H -3.81 -1.70 1.01
N 0.80 2.99 0.16
C 1.99 2.19 0.31
O 2.44 1.68 -0.94
H 0.88 3.59 -0.64
H 0.01 2.37 -0.03
H 2.75 2.83 0.77
H 1.75 1.40 1.04
H 3.09 1.00 -0.72
*
```



Entry from the OMol25 dataset: a 3-piece molecular cluster, C3H9O4 overall (wB97M-V/def2-TZVPD).

LUMO level: 3.96 eV
ΔE to the lowest compared entry with this formula, charge and spin: 0.0 kJ/mol
HOMO-LUMO gap: 8.89 eV

The geometry in ORCA input format:
```
! RIJCOSX wB97M-V def2-TZVPD def2/J DEFGRID3
* xyz -1 1
O 1.74 -0.31 0.72
C 0.51 -0.17 0.58
O -0.18 0.84 0.88
C -0.24 -1.39 0.02
C 0.24 -1.75 -1.41
H -0.04 -2.28 0.62
H -1.31 -1.16 0.01
H 1.07 -1.10 -1.66
H 0.75 -2.71 -1.41
H -0.55 -1.64 -2.16
H 2.43 1.57 0.93
H 1.26 2.33 1.28
O 2.14 2.50 0.91
H -2.75 1.36 -0.41
H -2.10 2.01 0.76
O -2.98 1.91 0.35
*
```